Entry 1:
The following is a quantum chemistry calculation of one molecule with the formula C5H11NO2, from the Open Molecules 2025 dataset.

Results
* LUMO energy: 0.8 eV
* orbital gap: 10.332 eV
* E: -10947.7912 eV
* SMILES: CC(C)[C@H](N)C(=O)O
* multiplicity: 1

CARTESIAN COORDINATES (ANGSTROEM)
O -2.62568 -0.80233 -0.87411
O -2.64510 1.09562 0.22577
N -0.66894 -1.57462 0.87341
C 1.09987 1.58391 0.11980
C 0.60210 0.27421 -0.50151
C 1.69519 -0.85936 -0.46300
C -0.73546 -0.20750 0.45137
C -2.01681 0.04078 -0.16526
H 0.38210 0.38747 -1.57316
H -0.72344 -2.09888 0.04551
H -3.56248 1.13112 -0.21095
H 1.88029 2.07901 -0.51288
H 0.29557 2.31430 0.22104
H 1.67424 -1.61871 -1.22659
H 1.51656 -1.43540 0.46373
H -0.71392 0.45333 1.38435
H 2.66837 -0.42256 -0.55155
H 1.60690 1.45009 1.07088
H 0.27063 -1.79050 1.22313

Entry 2:
The following is a quantum chemistry calculation of C24H23ClN4OV as an isolated structure, from the Open Molecules 2025 dataset.

Results
* LUMO energy (alpha / beta): 0.2 / 0.0 eV
* orbital gap (alpha / beta): 6.295 / 7.605 eV
* E: -71476.4673 eV
* expectation value of S²: 3.794
* multiplicity: 4

CARTESIAN COORDINATES (ANGSTROEM)
V 0.14898 0.23448 -1.53415
Cl 1.29700 3.46127 -2.05758
O 0.86581 0.25765 5.60912
N 0.80711 0.18100 2.83438
N 0.40252 -2.13424 -3.04312
N -0.36272 -1.54079 -2.14751
N 0.61732 0.12914 0.38162
C -3.77431 -3.58996 -0.81419
C 1.38206 1.34876 3.51627
C -1.20707 1.66027 -2.29866
C 0.72479 1.46181 4.88012
C 0.21355 -0.81346 4.95501
C -3.50040 -2.29802 -0.38660
C 0.72465 0.16096 1.53263
C 0.07551 3.26358 -0.83076
C 3.98527 -0.15892 -3.68006
C 0.28699 3.89097 0.38811
C 3.68101 -1.32294 -4.39558
C -1.50327 -2.25441 -1.74862
C -1.99755 2.40500 -0.04266
C 1.57169 -1.43027 -3.25609
C 0.83530 -1.07659 3.59405
C -1.78270 -3.55283 -2.18002
C -2.91167 -4.20381 -1.71301
C 1.83280 -0.23155 -2.54793
C -1.80072 3.02332 1.17435
C -0.64764 3.76952 1.40262
C 3.06860 0.37498 -2.78938
C -2.37826 -1.63415 -0.85264
C -1.06602 2.48717 -1.10011
C 2.47368 -1.95463 -4.19620
H -0.33866 1.70594 4.75941
H 4.93793 0.33301 -3.83640
H 2.20642 -2.85327 -4.73713
H -2.90219 1.83146 -0.21137
H -0.85383 -0.58693 4.83732
H 4.39215 -1.72206 -5.10747
H -0.83013 2.11108 -3.21548
H 1.18698 2.23254 2.91039
H -2.21982 1.27647 -2.42183
H 1.20365 2.24588 5.46500
H -4.16735 -1.80063 0.30645
H -3.12040 -5.20951 -2.05573
H 1.18533 4.47790 0.52576
H 1.87217 -1.40780 3.70713
H -1.10565 -4.02833 -2.87275
H -4.65154 -4.11055 -0.45460
H 3.32038 1.30293 -2.28237
H 0.32099 -1.68947 5.59275
H 0.27489 -1.83218 3.04513
H 2.46200 1.20903 3.62525
H -2.55676 2.94025 1.94504
H -0.49261 4.27684 2.34637
H -2.18625 -0.61585 -0.52428

Entry 3:
The following is a quantum chemistry calculation of one molecule with the formula C6H14N2O, from the Open Molecules 2025 dataset.

Results
* LUMO energy: 1.0 eV
* orbital gap: 9.604 eV
* E: -11476.4811 eV
* SMILES: C[C@@H]1NCCO[C@]1(C)N
* multiplicity: 1

CARTESIAN COORDINATES (ANGSTROEM)
O 1.61256 0.50817 0.33880
N -1.32811 0.95810 0.42597
N 0.51095 0.04884 -1.70703
C 0.97716 1.36701 1.25088
C 0.68327 -0.36054 -0.33162
C -1.74833 -1.29505 -0.36789
C 1.30197 -1.75470 -0.31024
C -0.38884 2.00725 0.76497
C -0.77785 -0.37880 0.36233
H -1.71708 -1.08690 -1.43864
H -1.80377 1.17135 -0.44045
H 1.68534 2.17967 1.43489
H -0.78383 2.59287 1.59807
H -0.62794 -0.73541 1.38925
H 0.81735 -2.38638 -1.04350
H -2.76034 -1.12484 0.01070
H -1.48789 -2.33860 -0.20127
H 0.79403 0.85091 2.20405
H 0.26817 1.03419 -1.76187
H 1.38051 -0.07353 -2.21923
H -0.18223 2.67750 -0.08780
H 1.21202 -2.19715 0.67496
H 2.36287 -1.66394 -0.54533

Entry 4:
The following is a quantum chemistry calculation of C3H3HgLiO3 as an isolated structure, from the Open Molecules 2025 dataset.

Results
* LUMO energy: -12.1 eV
* orbital gap: 5.877 eV
* charge: +2
* E: -13656.8448 eV
* multiplicity: 1

CARTESIAN COORDINATES (ANGSTROEM)
Hg 2.31052 0.87135 0.55989
O 1.26703 -0.77116 0.41975
O -0.79310 0.93070 -1.42809
O 0.32288 1.29747 0.38950
C -0.84856 -0.38549 -0.76555
C 0.10543 1.68960 -0.90073
C -0.05419 -0.14854 0.48510
Li -1.26645 -0.19380 2.27108
H 1.31795 -1.51715 1.02925
H -1.91309 -0.60856 -0.63667
H -0.44844 -1.16443 -1.42353

Entry 5:
The following is a quantum chemistry calculation of C25H20N7O5S2Ti as an isolated structure, from the Open Molecules 2025 dataset.

Results
* LUMO energy (alpha / beta): 4.3 / 4.3 eV
* orbital gap (alpha / beta): 5.040 / 5.913 eV
* charge: -2
* E: -91709.9019 eV
* expectation value of S²: 0.769
* multiplicity: 2

CARTESIAN COORDINATES (ANGSTROEM)
Ti -0.01944 0.15958 -1.19424
S 0.06465 2.72532 -2.31834
S -1.96123 0.24127 -2.83941
O -2.46137 -5.34164 -0.56443
O -3.27951 -5.12532 1.50117
O -0.32555 -1.80518 -2.17196
O 1.35027 -1.12282 -0.30811
O -1.15419 -3.88837 -2.16220
N 1.07554 1.21214 0.24045
N -1.32444 -1.24745 0.23690
N -1.40068 1.58528 -0.00554
N -4.82495 2.35022 -3.91198
N 2.31718 0.72559 0.60038
N -2.38005 -2.49800 1.68246
N -2.28403 5.37857 -3.39809
C -1.97124 4.29610 -3.15436
C -1.81819 -1.28744 1.45424
C 1.55985 0.20748 -2.61982
C 0.63764 2.29042 0.89316
C -1.45838 3.58295 1.35807
C -3.74505 2.17141 -3.54531
C -0.97442 -2.74561 -1.66838
C 3.55750 -1.32870 0.56859
C 4.66979 -0.75657 1.18565
C 4.70407 -3.45042 0.52470
C -1.73199 -0.21870 2.48551
C 1.54952 3.11133 1.74555
C -2.21823 -3.27116 0.55801
C -1.55064 2.94758 -2.86408
C -2.82446 3.62094 1.26722
C -2.73157 1.64040 -0.06112
C 2.34431 -0.52849 0.25940
C 3.58538 -2.68009 0.23716
C -2.41690 1.91511 -3.07328
C -3.49396 2.60764 0.56514
C 5.80753 -2.87845 1.14213
C -1.55513 -2.46854 -0.32626
C -2.69160 -4.67142 0.53272
C -0.74380 2.52773 0.74574
C 5.78555 -1.52644 1.46954
H 4.63579 0.29666 1.43055
H -0.92164 4.35864 1.88587
H -2.82133 -2.83099 2.52314
H -0.79992 0.32886 2.35524
H -2.55343 0.49469 2.39024
H 2.71846 -3.10312 -0.25307
H 0.99476 3.73620 2.44387
H 4.71435 -4.50132 0.26059
H -3.37801 4.43191 1.72649
H 6.68209 -3.47914 1.36378
H -3.20035 0.86279 -0.65298
H 2.17184 3.76089 1.12124
H -1.75392 -0.65668 3.48461
H 2.30948 0.95718 -2.35165
H 2.01086 -0.78637 -2.62837
H 1.14674 0.44376 -3.59790
H -1.92430 -4.76087 -1.26796
H 2.22358 2.46058 2.30127
H 6.64593 -1.07141 1.94705
H -4.56877 2.60148 0.45103

Entry 6:
The following is a quantum chemistry calculation of C22H44CuN2Si4Te as an isolated structure, from the Open Molecules 2025 dataset.

Results
* LUMO energy (alpha / beta): -0.5 / -1.4 eV
* orbital gap (alpha / beta): 5.912 / 5.058 eV
* E: -109951.9073 eV
* expectation value of S²: 0.754
* multiplicity: 2

CARTESIAN COORDINATES (ANGSTROEM)
Te -0.85088 0.49838 0.90606
Cu -0.73791 -4.32428 -3.59314
Si -0.11077 4.00651 0.61201
Si 0.92782 2.09791 1.48130
Si 0.37532 1.73503 3.73647
Si 3.26219 2.15559 1.21262
N -1.62332 -5.14107 -2.07367
N -2.55067 -3.59566 -3.81374
C -4.17801 -2.21830 -4.89538
C -4.87511 -3.79791 -3.19425
C 0.49297 4.30351 -1.14449
C -3.51787 -4.15195 -3.03517
C 3.79667 3.81394 1.93823
C -1.60673 -6.38724 -0.04317
C -2.98295 -5.04175 -2.02202
C -5.19799 -2.84978 -4.16730
C -2.85398 -2.59672 -4.65673
C -0.94254 -5.72547 -1.06914
C -1.40990 2.24644 4.05672
C 1.16908 -0.05483 -1.74853
C 0.61192 -0.08312 4.16860
C 1.55904 2.79657 4.76839
C -3.00878 -6.39485 -0.03368
C 1.71259 -0.96059 -0.76100
C 0.37624 5.44626 1.72669
C 4.00166 0.72876 2.19199
C 3.87502 2.07950 -0.55888
C -1.98640 3.79611 0.60379
C 0.90640 -3.69385 -4.30078
C -3.70632 -5.69628 -1.01408
H -6.24002 -2.59753 -4.34995
H 1.58379 4.20732 -1.24735
H 0.15352 -5.65343 -1.12471
H -0.17081 6.33161 1.36844
H 1.65382 -2.00073 -1.11126
H 1.83071 0.76464 -2.06664
H -4.79026 -5.61748 -1.04684
H -2.41423 4.69852 0.13859
H 2.61293 2.52874 4.61698
H 1.31749 2.62968 5.82862
H -1.62357 2.07727 5.12417
H 2.75274 -0.78830 -0.48042
H -3.54967 -6.93825 0.73902
H -2.29687 2.91771 0.02168
H 1.09552 -0.92220 0.16682
H -5.60065 -4.28190 -2.55625
H -1.58640 3.30943 3.84154
H 3.56025 3.91639 3.00523
H 1.44248 3.86865 4.55965
H -2.00480 -2.10808 -5.15166
H 0.21916 0.40685 -1.37247
H 1.53388 -4.56603 -4.52228
H 3.83485 -0.22950 1.68420
H -2.11757 1.65224 3.46423
H 3.60865 0.65265 3.21560
H 0.47683 -0.19734 5.25778
H -0.12483 -0.71339 3.65548
H -2.40599 3.69953 1.61307
H 0.68230 -3.12340 -5.21786
H 0.21379 5.32921 -1.43518
H 3.35793 4.66445 1.39909
H 4.89035 3.86676 1.82095
H -1.02330 -6.88380 0.72692
H 0.09605 5.27593 2.77510
H -4.38747 -1.45886 -5.63627
H 0.01694 3.61076 -1.84663
H 1.44993 5.66883 1.68591
H 3.96215 1.04568 -0.91687
H 1.61361 -0.44953 3.91211
H 3.23661 2.63013 -1.26287
H 0.87728 -0.59640 -2.67683
H 1.37151 -3.05184 -3.54788
H 4.87603 2.53445 -0.58219
H 5.08854 0.89968 2.25351

Entry 7:
The following is a quantum chemistry calculation of C4H7BrO as an isolated structure, from the Open Molecules 2025 dataset.

Results
* LUMO energy: 0.2 eV
* orbital gap: 10.005 eV
* E: -76347.4216 eV
* multiplicity: 1

CARTESIAN COORDINATES (ANGSTROEM)
Br -0.29363 -1.06242 3.25453
O -0.57863 -0.75474 0.37545
C 0.05188 -0.16596 -0.74432
C 0.53721 1.27778 1.90264
C 0.24639 0.03062 1.88196
C -0.57679 -0.68167 -2.01020
H -0.17647 0.02007 -2.81965
H 1.18204 -0.42022 -0.67952
H -1.64607 -0.85304 -1.82809
H 0.81340 1.77834 0.91334
H -0.11489 0.94988 -0.83149
H -0.37092 -1.67463 -2.29461
H 0.92650 1.55599 2.87996

Entry 8:
The following is a quantum chemistry calculation of C34H43Br2IrN4S as an isolated structure, from the Open Molecules 2025 dataset.

Results
* LUMO energy (alpha / beta): -6.0 / -7.3 eV
* orbital gap (alpha / beta): 7.008 / 6.533 eV
* charge: +2
* E: -195661.2161 eV
* expectation value of S²: 6.021
* multiplicity: 5

CARTESIAN COORDINATES (ANGSTROEM)
Ir -0.95155 -0.58099 0.06271
Br -7.59581 -1.64951 1.02999
Br -4.44186 3.93566 -3.52680
S -0.24420 -2.79669 -0.00405
N -0.27632 -2.54779 -2.67064
N -3.06520 -0.81748 0.61839
N -2.02582 0.63935 -1.35153
N 0.69230 -4.44809 -1.85404
C 0.24007 2.79985 0.72176
C -5.76762 -1.31484 0.87144
C -1.42336 1.48630 -2.20021
C -5.30532 -0.42133 -0.08580
C 1.94647 3.48447 -1.01509
C 3.16904 4.13912 -0.34846
C -3.35478 0.76318 -1.14312
C 2.73962 -5.83732 0.90900
C -3.94619 -0.18831 -0.17801
C -1.06607 1.86298 2.73450
C 2.53109 -0.47503 -1.48507
C 0.62581 0.57408 1.16143
C -3.51720 -1.68645 1.53008
C -0.47093 2.95368 3.64843
C 1.21648 -5.35034 -0.86350
C -2.45023 2.33081 2.25329
C 2.24482 -7.13293 0.96951
C 1.24011 -7.53643 0.10197
C 1.32263 2.45956 -0.06749
C -1.19003 0.56645 3.53349
C -2.10123 2.47512 -2.87823
C 2.31337 2.89478 -2.38171
C -3.46486 2.60541 -2.66013
C 0.94468 4.61863 -1.29632
C 2.23419 -4.94021 -0.01882
C -4.85888 -1.95789 1.69828
C -0.13983 1.71962 1.56006
C 2.83382 0.18610 -0.11345
C 0.10730 -3.28337 -1.62863
C 2.98117 -0.93026 0.93765
C 1.66580 1.08290 0.25466
C -4.09789 1.73905 -1.77938
C 0.71603 -6.64179 -0.81912
C 4.19415 0.89660 -0.15645
H 0.73554 5.21701 -0.40954
H 0.68383 -4.79857 -2.80327
H 3.06684 2.11811 -2.33521
H -0.24171 3.76372 0.74152
H -1.56758 -0.25308 2.91888
H -0.79902 -1.70319 -2.50346
H 1.37184 5.29221 -2.03925
H 4.42490 1.36310 0.80254
H 2.90736 0.11880 -2.31482
H 0.55180 2.71176 3.94266
H 2.70723 3.68787 -3.01890
H 4.27258 1.64627 -0.93504
H 3.57690 4.90093 -1.01543
H -5.18404 -2.66092 2.45175
H -1.88480 0.70751 4.36210
H 3.13856 -0.51774 1.93613
H -0.07102 -2.81621 -3.61997
H -2.96015 1.54377 1.69869
H -2.77024 -2.17668 2.14019
H -3.06658 2.58414 3.11753
H 2.87391 4.63084 0.58015
H 3.96467 3.43638 -0.11718
H -0.00194 4.23746 -1.68818
H 0.85951 -8.54811 0.14237
H -1.57406 3.13064 -3.55700
H -0.46748 3.92917 3.16116
H 3.85872 -1.52722 0.68811
H 2.12106 -1.60006 0.96346
H -0.07746 -6.94436 -1.49189
H -0.35676 1.35131 -2.32854
H 1.45753 -0.62420 -1.63753
H -0.23042 0.26429 3.95723
H 1.43531 2.48300 -2.88787
H -6.00562 0.06316 -0.75056
H -2.38214 3.21890 1.62187
H -5.15472 1.84700 -1.58357
H 2.63362 -3.93580 -0.09197
H 3.53451 -5.52870 1.57498
H 0.86628 -0.18169 1.90335
H 3.00839 -1.45603 -1.53488
H 4.96567 0.15060 -0.35238
H 2.65032 -7.83276 1.68786
H -1.07493 3.03072 4.55327